--- w ---
22
Properties=species:S:1:pos:R:3 method="wB97M-V/def2-TZVPD" e_homo_ev=-13.7 molar_mass_g_mol=149.24 gap_ev=10.77 total_charge=+1 lumo_energy_ev=-2.9
H -3.57 -0.02 1.32
H -3.98 1.28 0.36
H 2.21 1.21 1.88
H -2.29 -2.04 0.18
H 0.53 0.60 1.86
N -1.32 -1.85 -0.04
H 1.91 -1.52 -1.33
H 0.41 1.45 -0.39
H 2.31 2.13 -1.29
H -0.55 -2.58 -0.15
H -3.67 -0.08 -0.55
C 1.18 0.69 -0.12
C 1.49 0.52 1.33
H 3.30 0.75 -0.65
H 1.84 -0.46 1.40
C -0.83 -0.61 -0.06
C 2.34 0.96 -1.13
S -1.66 0.96 0.29
O 1.17 -1.70 -0.73
H 2.14 0.48 -2.08
N 0.45 -0.53 -0.45
C -3.42 0.37 0.36

=====

--- x ---
22
Properties=species:S:1:pos:R:3 method="wB97M-V/def2-TZVPD" e_homo_ev=-13.8 molar_mass_g_mol=149.24 gap_ev=9.63 total_charge=+1 smiles="C[C@H](N)C(=O)[N+](C)(C)S" lumo_energy_ev=-4.2
H -1.72 -1.04 2.27
N -1.08 0.22 0.73
H 2.05 -1.27 -2.30
C 0.30 -0.42 0.41
H -3.14 -0.18 0.38
C -2.16 -0.44 -0.07
S -1.20 1.96 -0.03
H 1.89 1.31 0.12
C 1.00 -0.08 -0.95
H 2.34 -1.93 -0.60
H -2.36 0.75 2.42
H 3.14 -0.46 -1.20
N 1.51 1.28 -0.80
C -1.45 0.09 2.19
H -1.98 -1.53 -0.11
H 0.12 1.90 -0.51
H -2.06 0.09 -1.07
C 2.17 -1.02 -1.31
H 0.31 -0.08 -1.94
H 2.15 1.47 -1.54
H -0.61 0.47 2.68
O 0.76 -1.11 1.25

=====

It is x that is the least stable of them.

=====

--- w ---
12
Properties=species:S:1:pos:R:3 method="wB97M-V/def2-TZVPD" e_homo_ev=-9.3 molar_mass_g_mol=103.55 gap_ev=10.26 smiles="Cl[C@@H]1C=CCN1" lumo_energy_ev=1.0
H 0.40 -0.75 -1.77
C 0.86 0.88 -0.38
H -1.27 -0.10 1.92
H 1.56 1.37 -0.96
H 1.67 -1.22 -0.72
Cl -2.30 -0.02 -0.35
C -0.14 1.27 0.42
H -0.33 2.27 0.74
C -0.87 -0.03 0.83
H -0.36 -2.04 0.43
C 0.77 -0.56 -0.68
N 0.00 -1.08 0.52

=====

--- x ---
12
Properties=species:S:1:pos:R:3 method="wB97M-V/def2-TZVPD" e_homo_ev=-8.8 molar_mass_g_mol=103.55 gap_ev=9.59 lumo_energy_ev=0.8
H 1.77 -1.57 -1.21
H -2.12 0.08 -1.23
H -2.21 1.82 -0.91
C -1.09 0.72 0.47
C -0.18 0.62 1.24
N 1.85 -1.55 -0.19
C -2.20 0.83 -0.45
C 2.34 -0.56 0.50
Cl 2.87 0.72 -0.52
H 1.49 -2.34 0.31
H 0.63 0.53 1.90
H -3.14 0.68 0.09

=====

--- y ---
12
Properties=species:S:1:pos:R:3 method="wB97M-V/def2-TZVPD" e_homo_ev=-9.3 molar_mass_g_mol=103.55 gap_ev=7.25 lumo_energy_ev=-2.1
H 1.69 -0.22 1.16
H 1.67 -0.09 -1.35
N -3.13 -1.34 -0.04
Cl -0.62 2.00 -0.02
H 0.00 0.66 -2.01
C -2.05 -0.96 -0.01
C 0.20 0.49 0.02
H 0.70 1.03 1.91
C 0.52 -0.03 -1.39
C 0.74 0.12 1.39
H 0.17 -0.99 -1.54
H 0.08 -0.66 1.88

=====

It is y that is the least stable of them.

=====

--- w ---
9
Properties=species:S:1:pos:R:3 method="wB97M-V/def2-TZVPD" e_homo_ev="-9.3 / -9.3" molar_mass_g_mol=197.96 gap_ev="7.16 / 7.16" lumo_energy_ev="-2.2 / -2.2"
N -0.53 1.45 -0.14
I -3.70 0.13 0.07
H -1.09 2.23 0.17
H 0.98 -1.70 -0.09
C -1.65 0.02 0.04
H 1.00 -0.10 0.38
O -1.50 -2.31 -0.15
N 0.39 -1.00 0.21
C -0.96 -1.19 -0.01

=====

--- x ---
9
Properties=species:S:1:pos:R:3 method="wB97M-V/def2-TZVPD" e_homo_ev="-9.0 / -9.0" molar_mass_g_mol=197.96 gap_ev="8.32 / 8.29" lumo_energy_ev="-0.7 / -0.7"
H 0.37 1.37 -0.37
C 0.72 -0.61 -0.61
N -0.16 -1.38 -0.90
H 1.76 -0.74 -0.96
O -0.44 0.11 1.17
C 0.60 0.54 0.37
I -2.88 0.72 -0.28
N -1.54 -0.47 0.71
H 1.57 0.45 0.88

=====

It is x that is the least stable of them.

=====

--- w ---
8
Properties=species:S:1:pos:R:3 method="wB97M-V/def2-TZVPD" e_homo_ev=-10.8 molar_mass_g_mol=65.07 gap_ev=11.23 lumo_energy_ev=0.5
C -0.55 0.54 0.17
H -2.59 1.37 0.76
C -1.63 0.98 0.49
N 0.97 -1.79 0.22
H 1.11 0.37 -1.16
C 0.45 -1.67 -0.85
C 0.74 0.01 -0.20
H 1.51 0.20 0.56

=====

--- x ---
8
Properties=species:S:1:pos:R:3 method="wB97M-V/def2-TZVPD" e_homo_ev=-9.7 molar_mass_g_mol=65.07 gap_ev=10.53 smiles="C#CN=C=C" lumo_energy_ev=0.8
C 1.88 1.40 -0.24
C -1.24 -1.34 0.31
C -0.97 -0.13 -0.08
H -1.43 -1.54 1.36
H -1.19 -2.15 -0.41
N -0.65 1.02 -0.44
H 2.93 1.49 -0.14
C 0.69 1.25 -0.35

=====

It is w that is the least stable of them.

=====

--- w ---
8
Properties=species:S:1:pos:R:3 method="wB97M-V/def2-TZVPD" e_homo_ev=-10.8 molar_mass_g_mol=65.07 gap_ev=11.47 smiles=C#CCC#N lumo_energy_ev=0.7
C -0.46 -0.61 0.01
C 1.90 0.58 0.02
N -2.46 1.03 -0.44
H 2.80 1.07 0.30
C 0.85 0.02 -0.17
H -0.58 -1.55 -0.53
H -0.49 -0.85 1.08
C -1.57 0.30 -0.27

=====

--- x ---
8
Properties=species:S:1:pos:R:3 method="wB97M-V/def2-TZVPD" e_homo_ev=-8.7 molar_mass_g_mol=65.07 gap_ev=9.01 lumo_energy_ev=0.3
N -2.60 1.09 -0.61
C -0.63 -0.54 -0.32
H 0.68 -0.26 1.09
H 2.72 0.69 0.42
C -1.71 0.35 -0.47
C 1.68 0.34 0.41
H -0.78 -1.61 -0.36
C 0.63 -0.05 -0.16

=====

It is x that is the least stable of them.

=====

--- w ---
22
Properties=species:S:1:pos:R:3 method="wB97M-V/def2-TZVPD" spin_multiplicity=2 e_homo_ev="-9.8 / -9.8" s_squared=0.75 molar_mass_g_mol=120.17 gap_ev="10.61 / 7.30" lumo_energy_ev="0.8 / -2.5"
O 2.60 0.00 0.87
H 2.16 0.24 2.33
H 1.11 1.36 0.39
H 2.12 0.13 -2.10
O 1.77 0.53 3.25
H 1.77 -1.12 -1.00
H 2.73 1.46 -0.35
H -1.74 -0.02 1.40
C -2.23 -0.69 -0.71
C -2.48 0.18 0.54
H -3.43 0.08 1.01
C 1.48 -0.13 -1.26
C -0.68 -1.16 -0.95
H -2.20 1.22 0.45
H -2.47 -0.12 -1.57
C 1.99 0.78 -0.05
H -0.39 -1.24 0.13
H 1.56 1.42 3.07
H -0.63 -2.09 -1.51
H -2.83 -1.61 -0.67
N 0.01 -0.11 -1.73
H -0.20 0.87 -1.56

=====

--- x ---
22
Properties=species:S:1:pos:R:3 method="wB97M-V/def2-TZVPD" spin_multiplicity=2 e_homo_ev="-9.8 / -9.8" s_squared=0.75 molar_mass_g_mol=120.17 gap_ev="10.71 / 7.65" lumo_energy_ev="0.9 / -2.2"
H -1.34 -2.02 1.31
H -1.80 -0.65 1.96
H 3.38 -0.93 1.95
H -2.33 1.28 0.02
C -1.27 1.12 0.29
H 0.57 -1.76 -0.36
O -0.45 1.82 -0.51
H -0.49 1.20 -2.23
C 2.79 -0.75 1.05
H 0.96 -0.16 -0.75
H 0.50 0.60 -3.27
C -1.00 -0.41 0.12
H 2.94 -1.61 0.40
O -0.44 0.78 -3.10
H 3.15 0.16 0.55
H 1.04 0.37 1.77
H -1.21 1.38 1.36
C 1.30 -0.60 1.33
N -1.80 -1.15 1.07
H 0.95 -1.34 2.05
H -1.35 -0.60 -0.90
C 0.48 -0.74 0.04

=====

It is w that is the least stable of them.